(1)
Molecular formula: C16H15N3O2
Method: DFT, ωB97M-V/def2-TZVPD

The geometry in XYZ format:
```
36
Properties=species:S:1:pos:R:3:forces:R:3
C -4.86395 -2.24011 -0.84719 -0.032 -0.181 0.018
C -3.83903 -2.44222 0.05716 -0.117 -0.058 -0.084
C -3.03418 -1.39076 0.46615 0.254 0.236 0.158
C -3.25804 -0.11520 -0.03795 -0.172 -0.083 -0.139
O -2.53522 0.99325 0.28919 -0.138 0.075 -0.134
C -1.45533 0.86453 1.18997 0.291 0.033 0.358
C -0.80256 2.23641 1.33463 -0.190 -0.320 -0.295
C -0.25874 2.73736 -0.00268 -0.150 0.124 0.017
C 0.87885 1.91758 -0.47832 0.463 -0.305 0.076
N 1.69187 1.19347 0.22657 -0.338 0.203 0.246
C 2.54990 0.68182 -0.71075 -0.755 0.679 -0.558
C 3.65037 -0.19734 -0.37636 0.549 -0.435 0.139
C 3.89764 -0.55178 0.94855 -0.001 0.037 -0.279
C 4.96480 -1.38883 1.22081 -0.001 0.012 -0.090
C 5.73919 -1.83617 0.15939 0.001 -0.046 0.332
N 5.50962 -1.50531 -1.10156 0.327 -0.200 -0.367
C 4.49428 -0.70838 -1.36524 -0.371 0.259 0.151
N 2.26277 1.08082 -1.92267 1.003 -0.721 -0.175
O 1.17630 1.88444 -1.78409 -0.671 0.423 0.413
C -4.29370 0.08721 -0.95134 0.145 0.103 0.100
C -5.08732 -0.96748 -1.35020 0.025 0.052 0.014
H -5.48492 -3.06571 -1.15946 -0.049 -0.071 -0.024
H -3.65551 -3.42943 0.45539 0.016 -0.070 0.030
H -2.24185 -1.57850 1.17382 0.074 0.021 0.053
H -1.81485 0.51917 2.16895 0.039 -0.014 -0.124
H -0.72073 0.14216 0.81044 -0.122 0.008 0.059
H -1.54796 2.94343 1.69918 0.039 0.020 0.060
H 0.00897 2.16338 2.05779 -0.043 0.017 0.060
H -1.04417 2.71643 -0.76025 0.047 0.087 0.016
H 0.08490 3.77063 0.09918 -0.034 -0.018 -0.075
H 3.25893 -0.16863 1.73022 -0.033 0.019 0.057
H 5.19310 -1.68727 2.23230 0.033 -0.034 0.065
H 6.58537 -2.49112 0.32104 0.043 -0.048 0.111
H 4.33068 -0.45467 -2.40323 -0.056 0.052 -0.084
H -4.45413 1.08381 -1.33201 -0.018 0.118 -0.046
H -5.88533 -0.79698 -2.05743 -0.060 0.027 -0.059
```
Forces are in eV/Å.

Calculated values
* orbital gap: 0.3346 Ha
* structure (SMILES): c1ccc(OCCCc2nc(-c3cccnc3)no2)cc1
* ΔE to the lowest compared entry with this formula, charge and spin: 1.735 eV
* calculated total energy: -25399.811 eV
* E_HOMO: -0.3182 hartree



(2)
Molecular formula: C16H15N3O4S
Method: DFT, ωB97M-V/def2-TZVPD

The geometry in XYZ format:
```
39
Properties=species:S:1:pos:R:3:forces:R:3
C 4.01687 -0.36452 -3.22035 0.076 -0.042 -0.163
O 3.44874 0.03321 -1.99558 -0.074 0.095 0.247
C 2.36139 -0.64182 -1.53658 -0.204 -0.085 0.076
C 1.71635 -1.67607 -2.20171 0.331 0.250 -0.060
C 0.60887 -2.29824 -1.64451 -0.333 -0.107 0.287
C 0.11499 -1.90421 -0.41067 0.005 0.169 0.064
O -0.97040 -2.42380 0.22259 0.329 0.366 0.027
C -1.58032 -3.56442 -0.33140 -0.117 -0.200 -0.089
C 0.77197 -0.85675 0.25536 0.170 -0.328 -0.506
N 0.33540 -0.51886 1.55816 -0.047 -0.042 0.712
C -0.50043 0.47011 2.02304 -0.105 -0.032 0.528
C -1.15420 1.50338 1.24760 -0.152 0.251 -0.039
C -1.11479 1.52437 -0.15062 -0.134 0.125 0.109
C -1.73350 2.51151 -0.87894 -0.120 0.200 -0.178
C -2.42312 3.53035 -0.21996 0.204 -0.347 0.431
O -3.01805 4.49134 -0.96291 -0.093 0.154 -0.125
C -2.48441 3.52636 1.16323 -0.045 0.059 0.001
C -1.86912 2.52640 1.91011 0.097 -0.081 -0.298
O -1.99396 2.60233 3.24150 -0.049 0.085 0.074
N -0.63578 0.36393 3.32071 -0.371 0.518 -0.215
N 0.10341 -0.70516 3.69806 0.193 -0.075 -0.892
C 0.71285 -1.29024 2.63901 0.010 -0.051 0.584
S 1.69467 -2.59838 2.64860 0.419 -0.585 0.011
C 1.88054 -0.24351 -0.28857 -0.107 -0.146 -0.118
H 4.87708 0.28587 -3.36946 -0.053 -0.073 -0.040
H 3.31596 -0.23207 -4.05104 0.017 -0.020 0.030
H 4.35232 -1.40582 -3.18779 -0.023 0.023 -0.004
H 2.06666 -2.02207 -3.16074 0.061 0.002 -0.095
H 0.14230 -3.10351 -2.18848 -0.073 -0.075 -0.027
H -2.36677 -3.84402 0.36741 0.042 -0.023 -0.089
H -2.02433 -3.34673 -1.30830 0.026 -0.016 0.029
H -0.86815 -4.38933 -0.42506 -0.009 0.028 -0.002
H -0.59181 0.74358 -0.67657 -0.015 0.017 -0.078
H -1.69745 2.51635 -1.95546 0.017 -0.020 -0.146
H -3.45791 5.12937 -0.38706 0.077 -0.114 -0.051
H -3.01797 4.29782 1.69955 -0.063 0.089 0.066
H -1.54966 1.83346 3.65535 0.003 -0.026 -0.033
H 0.14464 -1.00499 4.65704 0.060 -0.031 -0.141
H 2.38711 0.54478 0.24443 0.055 0.086 0.112
```
Forces are in eV/Å.

Calculated values
* orbital gap: 0.3087 Ha
* structure (SMILES): COc1ccc(OC)c(-n2c(-c3ccc(O)cc3O)n[nH]c2=S)c1
* ΔE to the lowest compared entry with this formula, charge and spin: 1.205 eV
* calculated total energy: -40330.624 eV
* E_HOMO: -0.2847 hartree



(3)
Molecular formula: C16H15N3O5
Method: DFT, ωB97M-V/def2-TZVPD

The geometry in XYZ format:
```
39
Properties=species:S:1:pos:R:3:forces:R:3
O 3.06721 2.70082 -0.92680 0.251 -0.009 -0.168
C 2.29947 2.32925 -0.06504 -0.365 0.271 0.138
C 1.06252 3.15327 0.34055 0.224 -0.062 0.127
N -0.18106 2.51354 -0.02858 -0.004 0.162 -0.199
C -0.74085 1.54556 0.73505 -0.037 0.196 -0.178
O -0.19405 1.13788 1.75072 -0.023 -0.126 0.236
C -2.04612 1.02163 0.26327 -0.328 -0.252 0.048
C -2.92979 1.76642 -0.51690 0.109 -0.086 0.051
C -4.12753 1.21532 -0.92152 -0.108 -0.222 0.010
C -4.47094 -0.08191 -0.55608 0.104 -0.003 -0.007
C -3.61156 -0.81546 0.27226 -0.055 0.129 -0.013
C -2.40600 -0.25867 0.66741 -0.098 0.051 -0.098
O -3.92938 -2.07119 0.71286 0.368 0.161 -0.064
C -5.29268 -2.39303 0.54773 -0.516 0.049 -0.290
C -5.76187 -1.99281 -0.84984 0.123 -0.534 0.291
O -5.64845 -0.59584 -1.02032 0.159 0.417 0.084
N 2.39131 1.18197 0.65329 -0.315 0.002 0.343
N 3.30611 0.18945 0.59757 0.526 -0.598 -0.049
C 4.32791 0.22320 -0.16966 -0.268 0.871 -0.364
C 5.24941 -0.87501 -0.15107 -0.139 -1.314 0.924
C 5.26738 -2.04779 0.57052 -0.157 0.843 -0.417
C 6.42673 -2.73902 0.16883 0.414 0.234 -0.446
C 7.03179 -1.94656 -0.76337 0.147 -0.812 0.401
O 6.33192 -0.82413 -0.96301 -0.145 0.515 -0.217
H 1.06677 3.28250 1.42714 -0.023 0.078 -0.126
H 1.12427 4.12568 -0.14943 0.072 -0.149 0.059
H -0.55204 2.70449 -0.94424 -0.037 -0.090 0.077
H -2.70340 2.78521 -0.79193 0.022 0.101 -0.022
H -4.82192 1.77100 -1.53119 -0.087 0.067 -0.076
H -1.74402 -0.82731 1.30062 0.071 -0.067 0.093
H -5.37821 -3.46926 0.70244 -0.052 0.099 -0.025
H -5.89583 -1.86276 1.29743 0.067 -0.085 -0.050
H -6.81335 -2.23881 -1.00355 0.107 -0.034 0.025
H -5.14781 -2.50992 -1.59956 -0.096 0.056 0.055
H 1.64031 0.98211 1.32119 0.258 0.187 -0.301
H 4.56896 1.03400 -0.85292 -0.180 0.065 0.086
H 4.53464 -2.35054 1.28827 -0.197 -0.018 0.155
H 6.76807 -3.69122 0.52019 0.126 -0.184 0.024
H 7.93208 -2.07205 -1.33236 0.085 0.088 -0.117
```
Forces are in eV/Å.

Calculated values
* orbital gap: 0.3129 Ha
* structure (SMILES): O=C(CNC(=O)c1ccc2c(c1)OCCO2)N/N=C/c1ccco1
* ΔE to the lowest compared entry with this formula, charge and spin: 1.795 eV
* calculated total energy: -31542.062 eV
* E_HOMO: -0.2895 hartree



LUMO list, top to bottom, in eV: 0.446; 0.652; 0.635